Version 1
A structure of composition C10H17N, computed with ωB97M-V with the def2-TZVPD basis set.

- Gap between HOMO and LUMO: 10.08 eV
- HOMO: -9.372 eV

Cartesian coordinates (Å):
C (-1.857, -0.418, 0.254)
C (2.958, -0.626, -0.688)
C (2.443, 0.740, -0.580)
H (-2.597, 0.274, -0.242)
H (-1.307, 1.985, -2.266)
H (0.302, 0.325, -0.734)
H (-0.369, 0.923, 0.491)
C (-1.846, -2.497, 1.262)
C (-0.500, 2.893, -2.001)
H (-1.080, 3.753, -1.125)
H (2.079, 0.768, 0.390)
H (2.863, -0.915, -1.795)
H (3.150, 1.534, -0.730)
H (4.149, -0.572, -0.302)
C (0.993, 0.955, -1.214)
H (0.395, -0.553, 2.882)
H (-0.227, -2.920, 2.710)
H (-0.503, 3.258, -3.125)
H (1.161, 0.686, -2.324)
C (0.656, 2.413, -1.225)
H (2.288, -1.323, -0.200)
H (1.600, 2.910, -1.580)
H (0.624, 2.659, -0.133)
C (-0.271, -0.882, 1.930)
C (-0.780, -2.166, 2.003)
H (-2.132, -3.570, 1.111)
N (-2.470, -1.597, 0.493)
C (-0.645, -0.084, 0.845)

Results of the Mulliken charge analysis, in e, for atoms 1 through 2: -0.42 -0.98


Version 2
A structure of composition C10H17N, computed with ωB97M-V with the def2-TZVPD basis set.

- Gap between HOMO and LUMO: 9.64 eV
- HOMO: -8.945 eV

Cartesian coordinates (Å):
C (1.629, 0.808, -1.158)
C (0.397, 0.307, -0.419)
H (-1.231, 1.051, 2.520)
N (1.633, 1.310, -2.593)
H (-2.497, 0.565, 0.552)
C (-0.165, -1.843, 0.547)
H (0.379, -0.641, 2.888)
C (0.404, -0.022, 1.898)
H (1.308, 0.336, 2.387)
H (-1.364, 0.180, -2.016)
C (0.843, -0.738, 0.675)
C (-0.797, 0.550, 1.770)
H (0.342, 2.322, 0.368)
H (-2.086, -1.842, -0.596)
H (1.978, -0.770, 0.582)
H (0.172, -1.111, -2.140)
H (-1.383, 1.714, -0.235)
H (0.741, 2.317, -2.627)
H (-2.346, -1.032, 1.642)
C (-0.615, -0.439, -1.404)
H (0.357, -2.912, 0.162)
H (2.327, 1.078, -0.427)
C (-0.330, 1.362, 0.400)
H (2.168, -0.229, -1.208)
C (-1.965, -0.217, 0.961)
H (1.506, 0.685, -3.611)
H (-0.515, -2.121, 1.642)
C (-1.283, -1.228, -0.225)

Results of the Mulliken charge analysis, in e, for atoms 1 through 2: -1.50 1.03


Short version: version 1 is the most stable of them.


Version 1
A cluster of 2 separate species, CH2N2S2 in total, computed with ωB97M-V with the def2-TZVPD basis set.

- Gap between HOMO and LUMO (spin up / spin down): 7.82 / 7.05 eV
- HOMO (spin up / spin down): -10.110 / -9.509 eV

Cartesian coordinates (Å):
N (-0.518, -0.290, 0.192)
H (1.276, 0.783, -1.482)
S (-1.518, 0.849, 0.558)
N (0.505, -2.226, 1.151)
S (2.114, 1.174, -0.515)
C (0.015, -1.246, 0.797)
H (-1.874, 0.956, -0.700)

Results of the Mulliken charge analysis, in e, for atoms 1 through 2: -0.31 0.15


Version 2
A cluster of 2 separate species, CH2N2S2 in total, computed with ωB97M-V with the def2-TZVPD basis set.

- Gap between HOMO and LUMO (spin up / spin down): 7.35 / 7.33 eV
- HOMO (spin up / spin down): -8.669 / -8.629 eV

Cartesian coordinates (Å):
C (-1.380, 0.605, 0.431)
H (-0.597, -0.115, -1.410)
S (2.594, -0.278, -0.795)
H (0.922, -0.643, 0.811)
N (-0.838, 0.403, -0.633)
S (-2.018, 0.948, 1.799)
N (1.318, -0.919, -0.204)

Results of the Mulliken charge analysis, in e, for atoms 1 through 2: 0.41 0.34


Short version: version 2 is the most stable of them.


Version 1
A cluster of 6 separate species, BrH10O5 in total, computed with ωB97M-V with the def2-TZVPD basis set.

- Gap between HOMO and LUMO: 9.29 eV
- Net charge: -1
- HOMO: -5.744 eV

Cartesian coordinates (Å):
O (9.393, -2.552, 19.536)
H (14.502, -4.213, 18.649)
H (14.064, -4.374, 23.531)
H (14.646, -5.411, 17.734)
O (13.205, -0.574, 18.750)
H (10.296, -2.686, 19.825)
O (12.187, -1.473, 23.105)
H (13.476, -4.554, 22.148)
Br (12.524, -3.349, 20.387)
H (9.072, -3.431, 19.336)
H (12.098, -1.970, 22.292)
H (13.430, 0.104, 19.387)
H (12.969, -1.334, 19.281)
O (15.139, -4.857, 18.339)
H (12.669, -2.056, 23.691)
O (13.969, -5.015, 22.827)

Results of the Mulliken charge analysis, in e, for atoms 1 through 2: -0.61 0.31


Version 2
A cluster of 6 separate species, BrH10O5 in total, computed with ωB97M-V with the def2-TZVPD basis set.

- Gap between HOMO and LUMO: 8.93 eV
- Net charge: -1
- HOMO: -5.280 eV

Cartesian coordinates (Å):
O (0.923, 0.866, 2.307)
Br (0.962, 0.731, -1.229)
H (1.816, -1.420, 0.363)
H (1.223, 0.912, 1.431)
H (-1.080, -2.041, -2.926)
H (-1.837, -0.966, 0.995)
H (-0.685, 4.124, -0.009)
H (0.038, 2.716, 0.281)
O (-0.471, 3.429, 0.610)
O (-1.590, -1.174, 0.092)
O (-1.125, -1.073, -2.817)
H (-0.678, -0.870, 0.027)
H (1.264, -2.756, 0.112)
H (0.090, 0.412, 2.251)
O (1.490, -2.153, 0.849)
H (-0.347, -0.738, -2.333)

Results of the Mulliken charge analysis, in e, for atoms 1 through 2: -0.61 -0.84


Short version: version 1 is the most stable of them.


Version 1
A cluster of 3 separate species, CH7O3 in total, computed with ωB97M-V with the def2-TZVPD basis set.

- Gap between HOMO and LUMO: 8.38 eV
- Net charge: -1
- HOMO: -4.047 eV

Cartesian coordinates (Å):
H (-0.571, -0.494, 1.371)
H (-0.977, 1.813, 0.223)
O (1.907, -0.350, -1.623)
H (1.152, -0.154, -0.836)
H (-0.341, 1.547, -1.311)
O (0.116, -0.018, -0.018)
H (-1.296, -0.027, 2.682)
H (-1.632, 0.596, -0.973)
C (-0.781, 1.000, -0.448)
O (-1.224, -0.845, 2.094)
H (1.971, 0.425, -2.088)

Results of the Mulliken charge analysis, in e, for atoms 1 through 2: 0.41 0.25


Version 2
A cluster of 3 separate species, CH7O3 in total, computed with ωB97M-V with the def2-TZVPD basis set.

- Gap between HOMO and LUMO: 7.72 eV
- Net charge: -1
- HOMO: -3.262 eV

Cartesian coordinates (Å):
C (-0.543, 0.284, -1.401)
H (0.635, 1.610, 0.672)
H (0.080, 1.071, -1.860)
O (0.169, -0.853, -1.144)
H (-1.450, 0.058, -1.989)
H (-0.892, 0.838, -0.522)
H (0.224, 0.979, 1.944)
O (0.854, 1.676, 1.629)
H (0.917, -2.198, 1.400)
H (0.001, -1.428, 0.201)
O (0.005, -2.039, 1.072)

Results of the Mulliken charge analysis, in e, for atoms 1 through 2: -0.66 0.35


Short version: version 1 is the most stable of them.


Version 1
The ion CH4NO3 with charge -1, computed with ωB97M-V with the def2-TZVPD basis set.

- Gap between HOMO and LUMO: 7.82 eV
- Net charge: -1
- HOMO: -3.267 eV

Cartesian coordinates (Å):
O (1.590, 0.594, 0.337)
O (0.284, -1.356, 0.194)
H (1.773, 0.091, 1.071)
H (-0.770, 1.293, -0.654)
N (-0.710, 0.751, 0.138)
H (0.599, -0.084, -1.312)
O (-1.860, -0.128, 0.247)
C (0.518, -0.156, -0.246)
H (-1.424, -1.004, 0.227)

Results of the Mulliken charge analysis, in e, for atoms 1 through 2: -0.43 -0.90


Version 2
A cluster of 2 separate species, CH4NO3 in total, computed with ωB97M-V with the def2-TZVPD basis set.

- Gap between HOMO and LUMO: 5.42 eV
- Net charge: -1
- HOMO: -1.295 eV

Cartesian coordinates (Å):
H (1.190, -0.444, -1.475)
H (-1.781, -0.994, 0.897)
O (1.556, -0.707, -0.533)
C (1.065, 0.228, 0.365)
H (-0.881, 1.108, -0.157)
O (0.538, 1.302, 0.137)
H (1.328, -0.046, 1.351)
O (-1.696, 0.431, -0.481)
N (-1.319, -0.877, -0.104)

Results of the Mulliken charge analysis, in e, for atoms 1 through 2: 0.33 0.01


Short version: version 1 is the most stable of them.


Version 1
The ion C3H9N5 with charge +2, computed with ωB97M-V with the def2-TZVPD basis set.

- Gap between HOMO and LUMO: 9.60 eV
- Net charge: +2
- HOMO: -19.183 eV

Cartesian coordinates (Å):
C (-1.094, 0.099, 0.160)
H (-2.853, 1.196, 0.320)
N (-0.741, 0.065, 1.453)
H (2.745, 0.436, -0.893)
H (0.425, -0.767, 2.892)
C (0.364, -0.647, 1.906)
H (-0.068, -0.309, -1.876)
H (-1.360, 0.497, 2.199)
H (2.189, 1.073, 0.505)
H (1.741, -1.484, -0.731)
N (-2.147, 0.754, -0.271)
H (-2.551, 0.795, -1.198)
N (1.916, 0.615, -0.348)
H (-0.687, -1.621, -1.032)
N (1.268, -0.613, -0.293)
N (1.403, -1.030, 1.040)
C (-0.173, -0.626, -0.796)

Results of the Mulliken charge analysis, in e, for atoms 1 through 2: 0.58 0.25


Version 2
The ion C3H9N5 with charge +2, computed with ωB97M-V with the def2-TZVPD basis set.

- Gap between HOMO and LUMO: 9.88 eV
- Net charge: +2
- HOMO: -18.398 eV

Cartesian coordinates (Å):
H (0.938, 0.839, 1.367)
H (1.417, 2.203, -0.481)
N (2.470, 0.006, 0.380)
N (-2.373, -0.813, -0.217)
N (1.135, 0.503, 0.374)
N (0.868, 1.389, -0.661)
H (3.159, -1.945, 0.172)
H (1.173, 1.198, -1.625)
N (1.200, -1.893, 0.044)
C (2.354, -1.316, 0.068)
H (-2.334, -1.442, -0.998)
H (3.388, 0.597, 0.193)
H (-3.137, -0.077, -0.377)
H (-1.377, 0.914, 0.194)
H (-2.703, -1.506, 0.409)
C (-1.181, -0.115, 0.103)
C (0.109, -0.634, 0.193)

Results of the Mulliken charge analysis, in e, for atoms 1 through 2: 0.43 0.31


Short version: version 1 is the most stable of them.